(1)
Molecular formula: C4H12N2O
Method: DFT, ωB97M-V with the def2-TZVPD basis set

highest occupied orbital energy: -9.15 eV
SMILES string: NC[C@H](N)CCO

Cartesian coordinates (Å):
1 O -2.1651 1.0285 1.3590
2 N 0.7638 1.1032 0.3875
3 N 2.6090 -0.4473 -1.1319
4 C -0.9621 -0.7524 0.1134
5 C 0.2459 -0.0122 -0.4142
6 C 1.4248 -1.0817 -0.5882
7 C -2.1792 0.1957 0.1938
8 H -0.7230 -1.1055 1.1200
9 H -1.1818 -1.5300 -0.6826
10 H -2.4730 0.8689 -0.6165
11 H 1.7901 1.0524 0.3570
12 H 0.6563 0.9365 1.3835
13 H 2.6579 -0.2934 -2.1267
14 H 3.4631 -0.8928 -0.8454
15 H 1.0219 -1.9530 -1.1247
16 H 1.6513 -1.5007 0.3962
17 H 0.0114 0.4123 -1.4064
18 H -3.0123 -0.4778 0.3902
19 H -1.3185 1.4982 1.3997

Forces on the atoms, in the same order (eV/Å):
O 0.6 0.0 0.3
N 0.4 0.0 0.8
N 0.3 0.0 0.4
C -0.3 1.6 -1.7
C 2.2 -1.1 -0.5
C -1.3 0.6 -0.2
C -0.7 -0.6 1.6
H -0.4 -0.5 -0.2
H 0.2 0.4 1.4
H 0.7 -0.6 -0.7
H -0.3 0.3 -0.8
H -0.6 -0.3 0.2
H -0.4 -0.1 -0.1
H 0.1 -0.1 0.0
H 0.2 0.2 -0.4
H 0.1 0.4 0.1
H 0.1 -0.3 0.2
H -0.4 0.2 -0.2
H -0.3 0.0 -0.3

---

(2)
Molecular formula: C4H12N2O
Method: DFT, ωB97M-V with the def2-TZVPD basis set

highest occupied orbital energy: -8.51 eV
SMILES string: NCC[C@H](N)CO

Cartesian coordinates (Å):
1 O 0.2860 0.5069 2.7021
2 N -1.2949 -1.7422 0.7828
3 N 1.2109 1.4711 -2.1230
4 C 1.1341 0.2839 -1.2793
5 C -0.2099 -0.2584 -0.9538
6 C -0.5548 0.3011 1.6161
7 C -0.2336 -0.8060 0.5303
8 H 1.0459 0.9319 2.3600
9 H -1.5711 0.0778 2.1325
10 H -2.1985 -1.3645 0.9957
11 H 0.6067 1.4398 -2.9281
12 H -1.1380 0.3996 -1.0540
13 H -0.4020 -1.1407 -1.6956
14 H 0.9511 2.3670 -1.6985
15 H 0.8221 -1.2489 0.6328
16 H 1.7410 0.6009 -0.3481
17 H -1.3585 -2.6947 0.7565
18 H -0.7636 1.3822 1.1641
19 H 1.9273 -0.5067 -1.5925

Forces on the atoms, in the same order (eV/Å):
O -0.1 -1.0 0.6
N -0.7 1.6 0.1
N 0.1 0.6 -0.6
C 3.3 1.4 1.2
C -2.2 -2.1 0.0
C -2.5 2.5 -0.5
C 0.4 -0.2 -0.1
H 1.4 0.7 -0.2
H 1.7 0.1 -1.2
H 0.1 0.3 0.0
H -0.1 -0.5 -0.3
H 1.6 -0.3 -0.2
H 0.1 1.3 1.5
H 0.2 -0.8 0.5
H -1.6 0.4 0.6
H -1.4 -0.2 -0.7
H 0.9 -2.6 -0.6
H 0.5 -2.1 0.1
H -1.8 0.9 -0.2

---

(3)
Molecular formula: C4H12N2O
Method: DFT, ωB97M-V with the def2-TZVPD basis set

highest occupied orbital energy: -8.09 eV

Cartesian coordinates (Å):
1 O 0.4650 -1.4863 1.2529
2 N 0.6247 0.9708 1.8627
3 N 0.1507 1.7256 -0.2357
4 C 0.0871 0.6043 -1.0325
5 C -1.1456 -0.3192 -0.6745
6 C 1.1087 1.7958 0.7814
7 C -0.9896 -1.6696 -1.3814
8 H -1.8981 -2.2174 -1.4486
9 H 1.1376 -1.7977 1.8412
10 H -0.0628 0.8995 -2.0778
11 H -0.0423 1.3040 2.5503
12 H 2.0437 1.3408 0.5047
13 H 0.3729 -0.0224 1.6135
14 H -0.2663 -2.2162 -0.7712
15 H -1.1547 -0.4444 0.4051
16 H 1.0512 2.8330 1.1326
17 H 0.9745 -0.0278 -0.9841
18 H -2.0160 0.2221 -1.0393
19 H -0.4406 -1.4950 -2.2992

Forces on the atoms, in the same order (eV/Å):
O -0.5 0.7 -0.3
N -1.7 0.4 0.1
N -1.9 -0.5 0.8
C 1.3 -1.0 -0.2
C -0.8 0.2 -0.4
C 0.7 0.9 0.4
C 2.0 1.0 1.0
H -0.7 -0.3 -0.4
H 0.6 -0.5 0.5
H -0.4 0.3 0.1
H 0.0 0.8 -0.3
H 0.8 0.4 -0.3
H 0.6 -1.7 -0.5
H -0.3 -0.2 0.2
H -0.1 0.0 -0.2
H 1.0 -0.2 -0.2
H 0.2 -0.1 0.2
H -0.3 0.0 0.2
H -0.6 -0.3 -0.7

---

(4)
Molecular formula: C4H12N2O
Method: DFT, ωB97M-V with the def2-TZVPD basis set

spin multiplicity: 3
highest occupied orbital energy (spin up / spin down): -4.56 / -8.47 eV

Cartesian coordinates (Å):
1 O 0.5253 -0.8556 -0.3907
2 N 0.8856 0.8812 2.0945
3 N -0.3988 -0.2628 -1.1416
4 C -1.5908 0.0009 -0.1976
5 C 2.1183 1.2058 1.4023
6 C -0.9489 -0.9320 -2.3898
7 C 0.4479 -0.2924 2.2474
8 H 2.3906 0.3287 0.6287
9 H 2.9791 1.4317 2.0839
10 H 1.8856 2.0556 0.7506
11 H -2.0577 -0.5327 -2.4306
12 H -2.0800 -0.8964 0.0653
13 H -0.8325 -1.9535 -2.5491
14 H 1.0421 -1.2250 1.9011
15 H -1.0879 0.4375 0.6689
16 H -0.3728 -0.4676 -3.2888
17 H -0.0712 0.6087 -1.5362
18 H -0.5930 -0.4090 2.6012
19 H -2.2409 0.8770 -0.5195

Forces on the atoms, in the same order (eV/Å):
O 0.9 -0.8 -1.0
N 4.4 2.9 -1.5
N -2.3 -0.9 0.7
C 1.2 3.5 -0.3
C -0.3 -0.5 -1.3
C -1.0 4.0 -2.0
C -2.7 -5.6 1.9
H -0.8 1.7 1.8
H -0.8 -0.2 -0.5
H 0.5 0.2 0.1
H 2.2 -1.2 -0.3
H -0.5 -0.9 -0.1
H 0.1 -1.9 0.8
H -1.0 1.8 0.7
H -0.2 -0.5 0.0
H -1.0 -0.6 1.5
H 0.1 0.8 0.3
H 0.7 -0.3 -0.4
H 0.3 -1.5 -0.3

---

(5)
Molecular formula: C4H12N2O
Method: DFT, ωB97M-V with the def2-TZVPD basis set

highest occupied orbital energy: -18.22 eV
SMILES string: [NH3+]CC[C@@H]([NH3+])C=O
charge: +2

Cartesian coordinates (Å):
1 O -0.8401 0.7978 -2.1755
2 N 1.1583 -2.6025 0.7660
3 N -0.8614 1.9022 1.1254
4 C -0.6348 0.7170 0.2091
5 C -0.2703 1.1938 -1.2142
6 C 0.6082 -1.4740 -0.0541
7 C 0.5368 -0.1420 0.7261
8 H -0.3686 -1.7193 -0.4203
9 H -1.5422 0.1386 0.2767
10 H -0.0454 2.5142 1.2383
11 H 0.5213 -0.2761 1.8141
12 H 1.0461 -3.4954 0.2759
13 H 1.4733 0.4091 0.5886
14 H 0.6990 -2.7073 1.6705
15 H 2.1548 -2.4558 0.9534
16 H 1.2733 -1.3969 -0.9054
17 H -1.6582 2.4610 0.8055
18 H 0.5843 1.8905 -1.2101
19 H -1.0285 1.5782 2.0852

Forces on the atoms, in the same order (eV/Å):
O 0.1 -0.1 -0.1
N 0.0 0.0 0.1
N 0.5 -0.2 0.3
C 0.6 -0.3 0.6
C -0.5 0.1 0.5
C 0.3 0.7 0.3
C 0.7 0.3 0.1
H -0.5 -0.6 -0.1
H -0.5 0.0 -0.4
H 0.0 0.1 -0.4
H -0.5 -0.3 -0.1
H 0.1 0.0 -0.1
H 0.0 0.0 -0.2
H -0.2 0.0 0.1
H 0.0 -0.2 0.0
H 0.0 0.1 -0.2
H 0.0 0.1 0.1
H 0.1 0.2 -0.3
H -0.4 0.0 -0.1

---

(6)
Molecular formula: C4H12N2O2
Method: DFT, ωB97M-V with the def2-TZVPD basis set

highest occupied orbital energy: -8.25 eV

Cartesian coordinates (Å):
1 O -0.3917 0.5990 -2.7081
2 O 2.2161 0.9240 -0.3441
3 N -1.1794 1.0546 -0.5736
4 N -0.3863 -2.4248 0.4226
5 C -0.3446 1.2916 -1.6616
6 C -0.8225 -0.0265 0.3355
7 C -0.1293 0.3157 1.6319
8 C -0.2586 -1.2160 -0.5266
9 H 0.6048 2.3293 0.1077
10 H -0.1066 -0.5695 2.2664
11 H -1.7738 -0.4183 0.6900
12 H 0.5532 -2.4090 0.8525
13 H 2.8858 1.1873 -1.0421
14 H -1.6527 1.8566 -0.1746
15 H 0.8431 0.7938 1.4714
16 H 1.3165 1.4914 -0.5856
17 H 0.7666 -1.1060 -0.9171
18 H -0.7447 1.0386 2.1668
19 H -0.4126 -3.3780 -0.0289
20 H -0.9833 -1.3335 -1.3825

Forces on the atoms, in the same order (eV/Å):
O 1.8 4.7 4.9
O -0.6 1.2 -1.9
N -0.9 0.2 -1.3
N 1.6 0.0 -0.9
C -2.4 -4.1 -2.2
C -0.6 -1.9 -0.7
C 0.7 1.0 -0.1
C -1.6 -1.3 0.7
H 0.0 0.6 -1.8
H 0.3 0.0 -0.2
H -0.3 -0.2 -0.3
H -0.8 -0.4 0.2
H -1.2 -0.3 1.2
H 0.9 0.1 0.0
H 0.0 -0.6 0.4
H 2.9 -1.0 0.7
H -0.5 0.2 0.3
H -0.1 0.1 0.1
H -0.1 1.7 0.1
H 0.9 0.0 0.9

---

(7)
Molecular formula: C4H12N2O2
Method: DFT, ωB97M-V with the def2-TZVPD basis set

highest occupied orbital energy: -9.31 eV
SMILES string: NCC[C@@H](N)C=O.O

Cartesian coordinates (Å):
1 O 0.1183 3.1833 1.5395
2 O 0.0459 -2.9570 1.1669
3 N -0.0588 0.9516 -1.8313
4 N 0.5300 0.1489 1.3292
5 C 0.9408 -2.2094 1.0307
6 C 0.5880 -0.8470 0.2330
7 C -0.6241 -1.1349 -0.5564
8 C -1.1612 0.0246 -1.3607
9 H 0.4020 1.0736 0.8947
10 H -0.1723 -0.0514 1.8769
11 H -0.5664 1.7053 -2.3247
12 H 0.2166 2.6130 2.3432
13 H -0.3388 -1.8940 -1.3105
14 H 1.4391 -0.6719 -0.4899
15 H -1.6033 0.6334 -0.5081
16 H 1.9503 -2.3402 1.5541
17 H -1.7927 -0.3039 -2.0998
18 H 0.8957 3.1849 1.0039
19 H 0.5974 0.5253 -2.5807
20 H -1.4066 -1.6343 0.0899

Forces on the atoms, in the same order (eV/Å):
O -1.4 -0.4 1.5
O -1.1 -2.5 0.9
N 0.0 -0.7 -1.8
N 4.8 1.6 -5.2
C 1.1 3.0 -0.7
C 2.7 -1.4 1.3
C -1.0 -1.5 -1.2
C 2.4 2.5 3.9
H -0.1 -0.6 0.5
H -4.8 -1.2 3.6
H 0.7 -0.4 0.3
H 0.4 0.8 -1.3
H 0.0 -0.1 0.5
H -0.7 0.4 1.1
H -0.5 -0.3 -1.6
H -0.8 0.2 -0.7
H -1.8 -0.5 -1.6
H 1.0 -0.3 -0.1
H -1.6 0.6 1.6
H 0.6 0.8 -0.8

---

(8)
Molecular formula: C4H12N2O2
Method: DFT, ωB97M-V with the def2-TZVPD basis set

highest occupied orbital energy (spin up / spin down): -7.18 / -7.18 eV

Cartesian coordinates (Å):
1 O -2.5694 0.1961 -0.5887
2 O 2.4719 0.2805 -0.1228
3 N 1.6036 -1.6502 -1.0529
4 N -0.5407 -0.6497 0.2727
5 C -0.9666 -0.4625 1.6487
6 C -0.5161 0.3933 -0.5405
7 C 1.5847 -0.7361 -0.0263
8 C -0.4120 1.8458 -0.1686
9 H 1.6413 -1.1575 0.9706
10 H 0.2396 2.3764 -0.8648
11 H 1.1283 -2.5121 -0.8053
12 H 1.7674 -1.2678 -1.9751
13 H -0.0018 2.0140 0.8299
14 H -0.3048 0.1632 -1.5847
15 H -0.1445 -0.7357 2.3266
16 H -2.7324 -0.6447 -1.0371
17 H -1.3087 0.5371 1.9155
18 H 2.2590 0.8798 -0.8510
19 H -1.7863 -1.1512 1.8510
20 H -1.4128 2.2813 -0.1970

Forces on the atoms, in the same order (eV/Å):
O 0.9 0.9 -0.6
O -1.0 0.8 0.0
N 0.3 0.8 1.2
N 3.0 -0.1 0.3
C 0.4 0.0 0.2
C -3.2 -0.1 -0.1
C -0.1 -1.9 0.3
C -0.2 0.1 0.3
H -0.1 0.0 -0.1
H -0.1 0.0 -0.2
H -0.1 0.4 -1.0
H -0.3 -0.8 0.0
H -0.1 -0.2 0.0
H 0.2 -0.1 0.1
H -0.1 0.0 0.0
H 0.2 0.1 0.0
H 0.0 0.1 -0.2
H 0.1 -0.1 -0.1
H 0.0 0.0 -0.1
H 0.1 0.0 -0.1

---

(9)
Molecular formula: C4H12N2O2
Method: DFT, ωB97M-V with the def2-TZVPD basis set

highest occupied orbital energy: -8.02 eV

Cartesian coordinates (Å):
1 O 0.2203 1.4825 1.2357
2 O 1.4749 -1.6266 2.3794
3 N 0.4405 -0.6551 2.0785
4 N 1.0857 -0.1401 -0.1750
5 C 1.0056 0.4445 1.2757
6 C -1.3987 -0.9005 -0.9854
7 C -0.9197 0.4756 -0.6642
8 C -0.5896 1.4251 -1.7601
9 H -1.5331 1.8126 -2.1674
10 H -1.4668 0.9288 0.1476
11 H -0.0352 2.2722 -1.3611
12 H -0.8296 -1.3652 -1.7900
13 H -1.3603 -1.5277 -0.0947
14 H 1.0900 -2.4614 2.0903
15 H 1.7077 0.4155 -0.7539
16 H -0.0282 0.9516 -2.5644
17 H -2.4526 -0.8173 -1.2871
18 H 2.0454 0.6478 1.6113
19 H 1.4141 -1.1048 -0.1762
20 H 0.1297 -0.2575 2.9612

Forces on the atoms, in the same order (eV/Å):
O 0.3 -0.2 0.3
O -0.3 0.4 0.0
N -0.1 -0.6 -0.4
N -1.2 0.7 0.9
C -0.1 0.5 -0.4
C 0.0 0.0 0.0
C 0.6 -0.8 -0.5
C 0.1 0.0 0.1
H 0.0 -0.1 0.1
H 0.5 0.0 0.3
H 0.0 0.0 0.0
H -0.1 0.0 0.0
H 0.0 0.0 0.0
H 0.0 0.1 0.1
H 0.0 0.1 0.1
H 0.0 0.0 0.0
H 0.1 0.0 0.0
H 0.0 -0.2 -0.2
H -0.2 -0.1 -0.1
H 0.3 0.0 0.0

---

(10)
Molecular formula: C4H12N2O2
Method: DFT, ωB97M-V with the def2-TZVPD basis set

highest occupied orbital energy: -7.56 eV

Cartesian coordinates (Å):
1 O 1.3028 -1.0569 -0.4196
2 O -2.7275 0.0047 1.1519
3 N -2.6171 -0.0035 -1.4225
4 N 3.3037 0.0226 -0.1985
5 C 1.9011 -0.0573 0.0912
6 C -1.3603 -0.7617 -1.2953
7 C -0.0581 0.9478 1.3003
8 C 1.3967 0.9696 0.8731
9 H -1.3345 -1.7270 -1.9207
10 H -0.2949 1.4471 2.2403
11 H -3.3186 -0.4847 -1.9549
12 H 3.6765 0.9575 -0.2568
13 H -0.4621 -0.1457 -1.6983
14 H -1.1735 -0.9486 -0.2436
15 H -3.4925 0.0173 1.7108
16 H -0.6852 1.5000 0.5540
17 H -0.3931 -0.1197 1.3356
18 H 3.6113 -0.5691 -0.9549
19 H 2.0927 1.6694 1.2811
20 H -2.9112 0.0980 -0.4192

Forces on the atoms, in the same order (eV/Å):
O 1.0 2.7 2.3
O 1.2 -0.1 0.0
N 1.0 -0.2 0.5
N -1.5 0.8 0.5
C 2.3 -5.0 -4.4
C 0.8 0.2 -2.5
C 1.8 -0.4 -0.7
C -4.1 0.9 2.5
H -0.1 1.3 1.1
H 0.4 0.2 0.0
H -0.2 -0.3 -0.2
H 0.2 0.0 0.1
H -1.6 -0.8 0.6
H 0.0 -0.3 -0.2
H -0.8 0.0 0.5
H 0.0 -0.7 0.0
H -0.2 0.9 -0.2
H -0.2 -0.2 0.0
H 0.3 0.5 0.1
H -0.4 0.4 -0.1

---

(11)
Molecular formula: C4H12N2O2
Method: DFT, ωB97M-V with the def2-TZVPD basis set

highest occupied orbital energy: -8.97 eV
SMILES string: C[C@H](N)CC(N)=O.O

Cartesian coordinates (Å):
1 O 3.5508 0.3584 0.5658
2 O 0.4423 -0.5519 -1.7577
3 N 0.8218 -2.5109 -0.7257
4 N -2.4648 0.7321 0.9666
5 C -1.4300 0.4826 -0.0003
6 C -0.6012 -0.7419 0.3129
7 C 0.2708 -1.2425 -0.7642
8 C -0.4875 1.7211 -0.1334
9 H -1.3241 -1.5106 0.6255
10 H 0.5599 -3.0771 0.0601
11 H 0.4762 1.6736 0.3662
12 H 3.1316 -0.0530 -0.2006
13 H -0.2559 1.7979 -1.1689
14 H -1.8324 0.2224 -1.0112
15 H 1.5372 -2.6782 -1.4130
16 H 0.1144 -0.6544 1.2278
17 H -2.0820 0.9544 1.8640
18 H -3.2685 1.2477 0.6782
19 H 3.8150 1.2202 0.2063
20 H -0.9737 2.6101 0.3016

Forces on the atoms, in the same order (eV/Å):
O 0.0 0.4 -0.5
O 0.6 0.1 -0.1
N -1.0 1.6 0.8
N 0.0 -1.8 0.1
C 1.3 1.1 -0.9
C 0.3 -1.3 3.3
C 0.1 -0.3 -2.2
C -0.6 0.1 0.3
H 0.3 -0.2 -0.1
H 0.6 -0.5 -0.2
H 0.1 -0.6 0.3
H -0.1 -0.1 0.1
H 0.2 0.7 -0.8
H -0.2 0.6 0.8
H -0.1 -0.5 0.2
H -1.3 0.3 -1.2
H -0.2 0.4 0.3
H 0.0 0.4 -0.1
H 0.0 -0.3 0.3
H 0.0 -0.2 -0.6

---

(12)
Molecular formula: C4H12N2O2
Method: DFT, ωB97M-V with the def2-TZVPD basis set

highest occupied orbital energy: -9.55 eV
SMILES string: [NH3+]C(=O)[O-].CC(C)N

Cartesian coordinates (Å):
1 O -0.7818 -1.0311 -2.6094
2 O -2.1198 -1.4429 -0.7623
3 N 0.1093 -1.9780 -0.7457
4 N -0.3755 -0.3377 1.2124
5 C 1.5220 1.1807 1.1078
6 C -0.3608 1.3011 -0.7130
7 C 0.0525 1.0689 0.7564
8 C -1.0901 -1.4065 -1.4807
9 H -1.4307 1.1278 -0.8672
10 H -0.0215 -2.9649 -0.5622
11 H -0.4502 -0.4705 2.2389
12 H 0.2199 0.6683 -1.3986
13 H -0.4772 1.8340 1.3474
14 H 1.8766 2.1767 0.8124
15 H -1.3112 -0.4375 0.8501
16 H -0.1480 2.3611 -0.9841
17 H 2.1664 0.4111 0.6727
18 H 0.9507 -1.8143 -1.3264
19 H 1.5705 1.1243 2.2045
20 H 0.0990 -1.3707 0.2470

Forces on the atoms, in the same order (eV/Å):
O -0.6 -0.2 0.6
O 1.4 0.2 -1.1
N 1.3 0.4 0.7
N -0.1 1.3 0.3
C -0.1 0.8 0.2
C 0.9 0.5 0.3
C -0.5 -0.9 0.5
C -1.6 -0.3 -0.6
H 0.2 -0.1 0.0
H 0.0 -0.1 0.0
H 0.4 0.4 -0.9
H -0.3 0.3 0.1
H 0.0 -0.4 0.0
H 0.2 -0.3 0.1
H -0.7 -0.4 0.0
H -0.1 -0.7 0.3
H -0.2 0.1 -0.1
H -0.6 -0.3 0.5
H 0.3 -0.1 -0.3
H 0.2 -0.5 -0.6

---

M values (in g mol⁻¹) by entry order: 104.2; 104.2; 104.2; 104.2; 104.2; 120.2; 120.2; 120.2; 120.2; 120.2; 120.2; 120.2.
Electronic energy values (in eV) by entry order: -9369.6137; -9368.1918; -9364.3704; -9361.3969; -9352.7029; -11410.9297; -11416.0773; -11412.9221; -11413.3857; -11411.1468; -11417.8844; -11417.9525.